# C42H34IrN5O2P2Se2

C42H34IrN5O2P2Se2 as an isolated structure at a distorted geometry (ωB97M-V with the def2-TZVPD basis set, the Open Molecules 2025 dataset).

Summary:
HOMO energy (alpha / beta)   -9.089 / -9.077 eV
Expectation value of S²   0.798
LUMO energy (alpha / beta)   -3.89 / -6.08 eV
E_tot   -207752.8063 eV

```
! RIJCOSX wB97M-V def2-TZVPD def2/J DEFGRID3
* xyz 1 2
Ir -1.17084 -1.83692 2.05239
O -1.42612 -0.25924 3.47990
C -1.30925 -0.18764 4.74503
C -1.88649 0.93044 5.41564
C -1.85572 1.05273 6.77693
C -1.24738 0.06670 7.55947
C -0.65089 -1.01262 6.94881
C -0.64148 -1.17120 5.55701
C 0.01169 -2.33223 5.03370
N 0.09636 -2.69896 3.81206
C 0.78044 -3.93135 3.49421
C 0.84001 -4.10118 1.97183
N -0.47245 -3.85051 1.44356
C -0.97642 -4.51199 0.46388
C -2.33178 -4.40074 0.03207
C -2.72060 -4.99074 -1.17458
C -4.03272 -4.98844 -1.58896
C -5.01456 -4.42716 -0.76196
C -4.68153 -3.84313 0.42932
C -3.32259 -3.74469 0.85959
O -3.03342 -3.11122 1.92011
H -2.35974 1.68027 4.80193
H -2.31607 1.90771 7.24891
H -1.25176 0.15131 8.63428
H -0.17434 -1.77233 7.55220
H 0.46935 -2.96568 5.80477
H 1.80002 -3.91958 3.89500
H 0.22921 -4.77183 3.93445
H 1.53400 -3.34820 1.58027
H 1.20184 -5.10607 1.72174
H -0.35507 -5.23192 -0.07952
H -1.95870 -5.44330 -1.79394
H -4.30902 -5.43037 -2.53443
H -6.04838 -4.45449 -1.07445
H -5.44020 -3.42911 1.07710
Se 4.97936 1.54380 0.29611
P 3.17179 1.58918 -0.83088
C 3.39164 0.75628 -2.43067
C 4.27646 1.30704 -3.35261
C 4.56307 0.62393 -4.51958
C 3.98830 -0.61562 -4.75410
C 3.12993 -1.17495 -3.82265
C 2.83280 -0.49513 -2.65685
C 2.63848 3.31844 -1.03945
C 2.43940 4.02305 0.14574
C 2.06808 5.35278 0.09916
C 1.90320 5.98289 -1.12601
C 2.10435 5.28151 -2.30385
C 2.47894 3.94809 -2.26766
C 1.95455 0.63837 0.07411
C 0.61614 0.22221 0.06019
N 0.54673 -0.72067 1.03140
N 1.71903 -0.86277 1.58938
N 2.57108 -0.06916 1.04198
P -0.89304 0.49013 -0.89284
Se -2.31875 -1.02335 -0.36735
C -0.42248 0.32789 -2.65498
C 0.31773 1.29824 -3.31995
C 0.68279 1.10162 -4.63989
C 0.31466 -0.05679 -5.30378
C -0.42795 -1.02392 -4.64569
C -0.79417 -0.83238 -3.32587
C -1.55282 2.15106 -0.50669
C -2.82654 2.24192 0.04551
C -3.36681 3.47779 0.35123
C -2.64442 4.63196 0.09475
C -1.37059 4.54439 -0.44358
C -0.81954 3.30945 -0.73504
H 4.75794 2.25122 -3.13536
H 5.24674 1.04930 -5.23792
H 4.21967 -1.15748 -5.65741
H 2.69521 -2.14685 -3.99391
H 2.17873 -0.94080 -1.92082
H 2.58562 3.51859 1.09255
H 1.91405 5.89719 1.01707
H 1.62491 7.02542 -1.16539
H 1.97840 5.77007 -3.25806
H 2.64479 3.40367 -3.18652
H 0.60496 2.20810 -2.81819
H 1.25896 1.85830 -5.15049
H 0.60692 -0.20245 -6.33216
H -0.73062 -1.92421 -5.15985
H -1.38139 -1.58475 -2.81490
H -3.39889 1.34547 0.24323
H -4.35275 3.53310 0.78921
H -3.06549 5.59920 0.32291
H -0.79625 5.43824 -0.63466
H 0.18170 3.25507 -1.12723
*
```

The molecule's Mulliken atomic charges, reported in e, are given here: 2.90 -0.98 0.58 -0.62 -0.53 -0.57 -0.88 0.85 -0.31 -0.26 -0.78 -1.04 -0.12 -0.37 0.80 -0.52 -0.74 -0.51 -0.42 0.19 -0.81 0.51 0.41 0.43 0.39 0.36 0.54 0.44 0.20 0.53 0.41 0.39 0.44 0.40 0.44 -0.33 -0.26 0.68 -0.36 -0.90 -0.55 -0.76 -0.07 0.67 -0.33 -0.75 -0.77 -0.71 -0.04 0.24 0.05 0.15 -0.80 -0.49 1.27 -0.40 0.58 0.27 -0.79 -0.73 -0.83 -0.50 0.25 -0.62 -0.91 -0.71 -0.83 0.97 0.54 0.45 0.44 0.45 0.34 0.48 0.43 0.44 0.46 0.38 0.29 0.49 0.44 0.45 0.26 0.27 0.46 0.41 0.51 -0.42


# C6H12O4

C6H12O4 as an isolated structure at a distorted geometry (ωB97M-V with the def2-TZVPD basis set, the Open Molecules 2025 dataset).

Summary:
HOMO energy   -7.751 eV
Relative energy (zero: lowest compared OMol25 entry of this formula, charge and spin)   96.2 kcal/mol
LUMO energy   0.08 eV
E_tot   -14603.0396 eV

```
! RIJCOSX wB97M-V def2-TZVPD def2/J DEFGRID3
* xyz 0 1
C -0.47758 1.03919 -0.72930
C 1.48362 1.32568 -2.46892
C 1.48911 0.81978 -1.20240
O -1.21588 0.17154 -1.41588
O -0.85111 2.31077 -0.81198
H -1.73468 0.56047 -2.15173
H -1.39682 2.53070 -1.59711
H 1.89304 1.41205 -0.39553
H 1.23772 0.70834 -3.32097
H 1.62086 2.38411 -2.64919
H 1.55031 -0.24792 -1.03157
C -1.33423 -2.55733 0.86517
C 0.39594 0.26470 2.48358
C 0.23845 -0.99160 1.67370
O -1.03541 -1.43130 1.70371
O 1.11706 -1.54467 1.05844
H -2.39842 -2.74645 0.99220
H -1.10414 -2.31815 -0.17388
H -0.75396 -3.42778 1.17733
H 0.01006 1.10110 1.89575
H -0.18385 0.20551 3.40367
H 1.44990 0.43124 2.69491
*
```

The molecule's natural (NBO) atomic charges, reported in e, are given here: 0.52 -0.44 -0.40 -0.69 -0.69 0.44 0.44 0.21 0.19 0.19 0.24 -0.26 -0.72 0.81 -0.52 -0.61 0.19 0.20 0.19 0.25 0.23 0.23